(A)
{
  "formula": "C3H14N2O2",
  "method": "ωB97M-V/def2-TZVPD",
  "symbols": ["C", "C", "N", "C", "N", "H", "H", "H", "H", "H", "H", "H", "H", "H", "H", "O", "H", "H", "O", "H", "H"],
  "xyz": [[-0.800, -0.413, 0.871], [0.285, 0.654, 0.686], [-0.336, 1.956, 0.381], [1.301, 0.162, -0.369], [1.715, 1.264, -1.304], [-0.387, -1.379, 1.152], [-1.487, -0.028, 1.633], [-1.386, -0.509, -0.040], [0.832, 0.747, 1.628], [0.028, 2.314, -0.499], [-1.321, 1.784, 0.218], [0.945, -0.699, -0.917], [2.252, -0.084, 0.115], [2.484, 0.914, -1.853], [2.025, 2.043, -0.743], [-6.513, -1.048, 1.886], [-6.716, -1.878, 1.439], [-6.729, -1.225, 2.808], [4.273, -1.465, -2.533], [5.103, -1.021, -2.747], [4.433, -2.090, -1.813]],
  "charge": 0,
  "orbital_gap_ha": 0.3514,
  "smiles": "C[C@H](N)CN.O.O",
  "lumo_energy_ha": 0.027
}

(B)
{
  "formula": "C3H14N2O2",
  "method": "ωB97M-V/def2-TZVPD",
  "symbols": ["C", "C", "N", "C", "N", "H", "H", "H", "H", "H", "H", "H", "H", "H", "H", "O", "H", "H", "O", "H", "H"],
  "xyz": [[-2.393, 1.196, -0.654], [-0.990, 0.723, -0.279], [-0.052, 1.808, -0.392], [-1.114, -0.008, 1.074], [0.103, -0.450, 1.675], [-3.179, 0.501, -0.364], [-2.627, 1.471, -1.680], [-2.603, 2.020, 0.043], [-0.579, -0.039, -0.968], [0.853, 1.718, -0.807], [-0.418, 2.697, -0.687], [-1.523, 0.783, 1.728], [-1.903, -0.755, 1.071], [0.672, 0.143, 2.251], [0.278, -1.406, 1.937], [2.715, -1.768, -2.467], [3.272, -0.989, -2.523], [2.635, -1.859, -1.494], [2.432, -2.056, 0.529], [1.595, -1.541, 0.608], [2.827, -2.187, 1.398]],
  "charge": 0,
  "orbital_gap_ha": 0.3469,
  "smiles": "C[C@@H](N)CN.O.O",
  "lumo_energy_ha": 0.027
}

(C)
{
  "formula": "C3H14N2O2",
  "method": "ωB97M-V/def2-TZVPD",
  "symbols": ["N", "C", "C", "C", "N", "H", "H", "H", "H", "H", "H", "H", "H", "H", "H", "O", "H", "H", "O", "H", "H"],
  "xyz": [[1.222, 1.762, 0.983], [1.108, 1.240, -0.399], [0.917, -0.267, -0.429], [0.688, -0.734, -1.852], [0.241, -2.127, -1.852], [2.035, 1.360, 1.421], [1.482, 2.743, 0.936], [0.254, 1.762, -0.835], [1.994, 1.505, -0.993], [0.103, -0.558, 0.244], [1.809, -0.727, 0.002], [-0.059, -0.082, -2.326], [1.614, -0.632, -2.424], [-0.029, -2.409, -2.786], [-0.545, -2.187, -1.217], [-1.227, 1.090, 2.444], [-0.541, 1.363, 1.794], [-0.702, 0.516, 3.014], [-2.192, -1.078, 0.530], [-3.089, -1.028, 0.163], [-2.282, -0.632, 1.386]],
  "charge": 0,
  "orbital_gap_ha": 0.3637,
  "smiles": "NCCCN.O.O",
  "lumo_energy_ha": 0.032
}

(D)
{
  "formula": "C3H14N2O2",
  "method": "ωB97M-V/def2-TZVPD",
  "symbols": ["N", "C", "C", "C", "N", "H", "H", "H", "H", "H", "H", "H", "H", "H", "H", "O", "H", "H", "O", "H", "H"],
  "xyz": [[0.634, -0.795, 1.752], [0.805, 0.575, 1.304], [-0.467, 1.262, 0.785], [-0.150, 2.489, -0.067], [-1.178, 3.052, -0.960], [-0.111, -0.767, 2.427], [0.301, -1.358, 0.988], [1.543, 0.647, 0.500], [1.209, 1.229, 2.087], [-0.904, 0.602, 0.024], [-1.077, 1.560, 1.635], [0.747, 2.259, -0.668], [0.247, 3.378, 0.453], [-2.005, 2.472, -1.034], [-1.477, 3.937, -0.573], [0.413, -1.729, -2.223], [-0.101, -1.075, -2.747], [1.282, -1.870, -2.567], [0.050, -3.794, 0.035], [0.209, -4.731, -0.111], [-0.756, -3.559, -0.451]],
  "charge": 0,
  "orbital_gap_ha": 0.3483,
  "smiles": "NCCCN.O.O",
  "lumo_energy_ha": 0.024
}

(C) comes first in stability; the runner-up is 65.5 kJ/mol higher.